ORCA calculation (wB97M-V/def2-TZVPD) on 8 unconnected molecules or ions with the total composition C44H95F8O25PS7.

Energy (Ha): -7542.002530
LUMO (eV): -0.09
Structure (SMILES): CCCCCCCCCCCCCCO[P@](=O)(OCCCC(F)(F)C(F)(F)F)OCCC(F)=C(F)F.CCOS(C)(=O)=O.CCOS(C)(=O)=O.CCOS(C)(=O)=O.CCOS(C)(=O)=O.CCOS(C)(=O)=O.CCOS(C)(=O)=O.CCOS(C)(=O)=O
E_HOMO (eV): -8.1
HOMO-LUMO gap (eV): 8.0

Atoms and positions in Å:
1 C 2.85 4.55 0.25
2 C 3.35 4.26 1.70
3 C 2.69 3.04 2.39
4 C 1.98 3.37 3.74
5 C 0.47 3.04 3.74
6 C -0.41 4.19 3.22
7 C -0.17 4.56 1.75
8 C -1.46 4.94 1.02
9 C -2.21 3.68 0.51
10 C -2.32 3.71 -1.01
11 C -3.09 2.53 -1.64
12 C -2.50 1.12 -1.35
13 C -2.37 0.28 -2.62
14 C -1.37 0.83 -3.62
15 O 0.00 0.35 -3.44
16 P 0.24 -1.02 -4.20
17 O -0.84 -1.98 -4.06
18 O 1.59 -1.65 -3.63
19 C 1.48 -2.22 -2.30
20 C 2.41 -1.45 -1.33
21 C 2.56 -2.22 -0.01
22 C 1.27 -2.45 0.77
23 F 0.40 -1.45 0.58
24 F 1.61 -2.44 2.07
25 C 0.56 -3.82 0.52
26 F 1.36 -4.75 0.08
27 F -0.45 -3.70 -0.32
28 F 0.03 -4.24 1.66
29 O 0.51 -0.81 -5.76
30 C 0.66 0.55 -6.20
31 C 1.37 0.48 -7.56
32 C 2.86 0.41 -7.45
33 F 3.37 0.02 -6.27
34 C 3.72 0.65 -8.46
35 F 4.39 -0.25 -9.09
36 F 3.99 1.84 -8.91
37 H 1.99 3.94 -0.04
38 H 2.56 5.60 0.18
39 H 3.63 4.38 -0.50
40 H 3.19 5.17 2.29
41 H 4.43 4.11 1.63
42 H 3.50 2.34 2.63
43 H 1.99 2.52 1.73
44 H 2.42 2.74 4.50
45 H 2.15 4.40 4.07
46 H 0.15 2.83 4.77
47 H 0.29 2.11 3.19
48 H -0.26 5.07 3.88
49 H -1.45 3.88 3.36
50 H 0.24 3.69 1.23
51 H 0.55 5.38 1.73
52 H -1.17 5.51 0.12
53 H -2.10 5.58 1.63
54 H -3.22 3.73 0.95
55 H -1.71 2.76 0.83
56 H -1.31 3.73 -1.45
57 H -2.85 4.64 -1.26
58 H -4.10 2.60 -1.24
59 H -3.14 2.69 -2.72
60 H -3.22 0.61 -0.70
61 H -1.59 1.18 -0.75
62 H -3.35 0.31 -3.11
63 H -2.21 -0.76 -2.35
64 H -1.34 1.91 -3.59
65 H -1.67 0.51 -4.62
66 H 1.81 -3.25 -2.39
67 H 0.47 -2.16 -1.89
68 H 1.98 -0.46 -1.22
69 H 3.38 -1.33 -1.81
70 H 3.11 -3.14 -0.23
71 H 3.20 -1.63 0.65
72 H 1.22 1.19 -5.52
73 H -0.33 0.96 -6.41
74 H 1.06 -0.47 -8.01
75 H 1.04 1.26 -8.26
76 C 7.29 2.63 -3.79
77 C 7.98 2.89 -2.46
78 O 8.24 4.29 -2.25
79 S 7.01 5.23 -1.89
80 C 7.94 6.66 -1.43
81 O 6.35 4.71 -0.73
82 O 6.28 5.53 -3.08
83 H 6.29 3.06 -3.81
84 H 7.19 1.55 -3.96
85 H 7.85 3.07 -4.61
86 H 7.40 2.48 -1.63
87 H 8.95 2.39 -2.46
88 H 8.52 6.43 -0.54
89 H 7.23 7.46 -1.23
90 H 8.59 6.93 -2.26
91 C -4.23 6.95 5.97
92 C -3.88 8.42 5.84
93 O -2.53 8.71 6.26
94 S -1.34 8.26 5.30
95 C -0.05 9.13 6.12
96 O -1.54 8.85 4.01
97 O -1.11 6.86 5.45
98 H -3.64 6.34 5.28
99 H -5.28 6.78 5.74
100 H -4.03 6.59 6.98
101 H -4.04 8.78 4.82
102 H -4.53 9.00 6.50
103 H -0.23 10.20 6.04
104 H 0.88 8.86 5.63
105 H -0.03 8.82 7.17
106 C 7.10 -3.14 5.68
107 C 6.77 -4.53 5.17
108 O 5.35 -4.74 5.04
109 S 4.60 -4.04 3.82
110 C 3.07 -4.89 3.98
111 O 5.24 -4.43 2.60
112 O 4.40 -2.66 4.14
113 H 6.82 -2.38 4.95
114 H 8.17 -3.05 5.86
115 H 6.56 -2.93 6.60
116 H 7.27 -4.74 4.23
117 H 7.12 -5.27 5.89
118 H 3.22 -5.94 3.77
119 H 2.38 -4.45 3.25
120 H 2.68 -4.74 4.98
121 C -6.07 3.21 9.86
122 C -7.57 3.33 9.68
123 O -8.00 4.70 9.52
124 S -7.70 5.42 8.13
125 C -8.69 6.85 8.40
126 O -8.27 4.64 7.07
127 O -6.32 5.81 8.09
128 H -5.54 3.52 8.96
129 H -5.80 2.18 10.08
130 H -5.72 3.85 10.67
131 H -7.92 2.73 8.85
132 H -8.07 2.97 10.58
133 H -9.73 6.55 8.45
134 H -8.53 7.51 7.55
135 H -8.37 7.33 9.31
136 C 2.51 -3.52 -7.05
137 C 1.73 -4.26 -5.98
138 O 1.82 -5.69 -6.12
139 S 3.19 -6.40 -5.72
140 C 2.60 -8.06 -5.78
141 O 3.51 -6.06 -4.37
142 O 4.14 -6.21 -6.77
143 H 3.58 -3.70 -6.95
144 H 2.34 -2.45 -6.96
145 H 2.21 -3.86 -8.04
146 H 2.05 -3.96 -4.98
147 H 0.67 -4.00 -6.07
148 H 1.86 -8.20 -5.01
149 H 3.46 -8.71 -5.61
150 H 2.19 -8.25 -6.77
151 C -2.01 -4.55 -4.08
152 C -2.20 -6.03 -4.39
153 O -3.58 -6.35 -4.67
154 S -4.19 -5.89 -6.07
155 C -5.69 -6.81 -5.96
156 O -3.38 -6.43 -7.12
157 O -4.51 -4.50 -6.02
158 H -2.23 -3.94 -4.94
159 H -0.99 -4.35 -3.77
160 H -2.69 -4.24 -3.28
161 H -1.56 -6.34 -5.21
162 H -1.92 -6.61 -3.51
163 H -5.46 -7.87 -5.97
164 H -6.29 -6.55 -6.83
165 H -6.21 -6.53 -5.05
166 C -3.28 -6.58 0.35
167 C -4.18 -6.94 -0.82
168 O -4.41 -8.36 -0.90
169 S -5.39 -9.03 0.16
170 C -5.53 -10.60 -0.62
171 O -6.65 -8.36 0.12
172 O -4.69 -9.19 1.40
173 H -3.76 -6.80 1.30
174 H -3.05 -5.51 0.33
175 H -2.36 -7.15 0.31
176 H -5.13 -6.40 -0.77
177 H -3.70 -6.65 -1.75
178 H -6.03 -10.48 -1.57
179 H -6.11 -11.24 0.04
180 H -4.53 -11.02 -0.75

ORCA calculation (wB97M-V/def2-TZVPD) on a molecular structure, C44H96CaF8N8O16S8.

Energy (Ha): -8037.207801
LUMO (eV): -4.75
E_HOMO (eV): -14.1
HOMO-LUMO gap (eV): 9.4
Total charge: +2

Atoms and positions in Å:
1 Ca 9.00 4.77 -1.80
2 C 4.46 2.70 0.65
3 C 4.40 1.14 1.10
4 C 5.78 0.42 1.26
5 C 5.78 -1.12 1.50
6 N 7.01 -1.91 0.89
7 C 8.26 -1.60 1.76
8 C 8.11 -2.52 2.95
9 C 7.16 -3.66 2.70
10 C 6.93 -3.46 1.17
11 C 7.16 -1.68 -0.65
12 C 5.87 -1.95 -1.46
13 C 6.27 -1.82 -2.97
14 H 5.46 3.09 0.46
15 H 3.95 3.39 1.31
16 H 4.07 2.80 -0.36
17 H 3.87 0.58 0.33
18 H 3.98 1.11 2.10
19 H 6.38 0.79 2.08
20 H 6.47 0.68 0.46
21 H 4.97 -1.61 0.94
22 H 5.73 -1.33 2.56
23 H 9.14 -1.73 1.12
24 H 8.20 -0.55 2.04
25 H 9.00 -2.71 3.54
26 H 7.71 -1.84 3.70
27 H 7.62 -4.61 2.98
28 H 6.36 -3.41 3.39
29 H 7.67 -3.96 0.54
30 H 5.94 -3.74 0.80
31 H 7.97 -2.27 -1.06
32 H 7.55 -0.66 -0.72
33 H 5.07 -1.21 -1.39
34 H 5.35 -2.88 -1.26
35 H 5.31 -1.64 -3.46
36 H 6.63 -2.81 -3.23
37 H 6.86 -0.91 -3.12
38 C 15.19 11.53 1.19
39 C 13.79 11.36 0.55
40 C 13.14 9.94 0.79
41 C 12.46 9.85 2.17
42 N 11.38 8.77 2.34
43 C 10.14 9.04 1.49
44 C 9.02 8.25 2.25
45 C 9.44 7.99 3.62
46 C 10.78 8.72 3.75
47 C 12.11 7.42 2.08
48 C 13.39 7.14 2.91
49 C 13.79 5.64 2.86
50 H 15.21 11.64 2.27
51 H 15.76 12.38 0.81
52 H 15.82 10.64 1.11
53 H 13.93 11.65 -0.49
54 H 13.02 12.07 0.85
55 H 13.80 9.08 0.79
56 H 12.44 9.71 -0.01
57 H 11.93 10.79 2.33
58 H 13.24 9.75 2.92
59 H 10.49 8.73 0.51
60 H 9.97 10.12 1.53
61 H 8.81 7.26 1.85
62 H 8.07 8.78 2.32
63 H 9.63 6.93 3.76
64 H 8.71 8.32 4.36
65 H 11.46 8.20 4.42
66 H 10.69 9.71 4.18
67 H 12.28 7.54 1.01
68 H 11.37 6.62 2.17
69 H 13.19 7.43 3.94
70 H 14.23 7.77 2.61
71 H 14.77 5.50 3.33
72 H 13.97 5.35 1.83
73 H 13.01 5.01 3.29
74 C 12.00 14.20 -8.83
75 C 12.52 12.73 -8.66
76 C 11.68 12.13 -7.48
77 C 12.10 10.71 -7.15
78 N 11.14 9.86 -6.29
79 C 9.70 9.71 -6.98
80 C 9.18 8.41 -6.53
81 C 10.39 7.58 -6.00
82 C 11.65 8.35 -6.31
83 C 10.76 10.43 -4.87
84 C 12.06 10.88 -4.09
85 C 11.84 10.82 -2.62
86 H 12.64 14.93 -9.32
87 H 11.66 14.57 -7.86
88 H 11.04 14.02 -9.30
89 H 13.52 12.67 -8.23
90 H 12.59 12.23 -9.63
91 H 10.60 12.23 -7.65
92 H 11.69 12.66 -6.53
93 H 13.02 10.72 -6.57
94 H 12.25 10.13 -8.05
95 H 9.05 10.56 -6.76
96 H 9.98 9.68 -8.03
97 H 8.40 8.59 -5.79
98 H 8.69 7.96 -7.39
99 H 10.25 7.53 -4.92
100 H 10.48 6.51 -6.18
101 H 12.24 8.32 -5.39
102 H 12.08 8.10 -7.27
103 H 10.29 9.62 -4.31
104 H 10.15 11.33 -4.96
105 H 12.39 11.84 -4.46
106 H 12.92 10.29 -4.39
107 H 10.90 11.23 -2.25
108 H 12.59 11.32 -2.01
109 H 11.93 9.78 -2.31
110 C 11.08 -4.66 -3.48
111 C 9.96 -3.64 -3.76
112 C 10.42 -2.17 -3.50
113 C 11.32 -1.54 -4.59
114 N 11.45 0.04 -4.52
115 C 10.03 0.63 -4.50
116 C 10.08 2.04 -5.08
117 C 11.32 2.01 -6.09
118 C 12.03 0.60 -5.93
119 C 12.20 0.48 -3.26
120 C 13.65 0.08 -3.19
121 C 14.42 0.90 -2.15
122 H 11.90 -4.43 -4.17
123 H 10.76 -5.68 -3.67
124 H 11.37 -4.49 -2.45
125 H 9.16 -3.75 -3.03
126 H 9.50 -3.91 -4.71
127 H 10.82 -2.11 -2.48
128 H 9.52 -1.58 -3.28
129 H 10.77 -1.68 -5.53
130 H 12.31 -2.00 -4.61
131 H 9.54 0.67 -3.53
132 H 9.34 -0.12 -4.90
133 H 10.20 2.70 -4.21
134 H 9.16 2.32 -5.60
135 H 11.98 2.88 -6.06
136 H 10.95 2.07 -7.11
137 H 13.12 0.59 -5.91
138 H 11.95 -0.16 -6.71
139 H 11.59 0.30 -2.38
140 H 12.13 1.56 -3.39
141 H 14.25 0.09 -4.09
142 H 13.61 -0.96 -2.89
143 H 15.49 0.71 -2.08
144 H 13.93 0.69 -1.20
145 H 14.30 1.89 -2.59
146 N 7.78 6.49 -1.21
147 S 6.39 6.54 -0.51
148 O 5.22 6.61 -1.35
149 O 6.16 6.95 0.90
150 F 6.45 4.92 -0.22
151 S 7.79 8.04 -1.82
152 O 7.64 9.14 -0.88
153 O 7.31 8.28 -3.14
154 F 9.39 7.98 -2.18
155 N 7.70 3.67 -3.21
156 S 6.82 4.35 -4.44
157 O 5.62 5.12 -4.06
158 O 6.96 3.67 -5.67
159 F 7.99 5.51 -4.54
160 S 6.74 2.46 -3.14
161 O 6.68 1.41 -4.11
162 O 5.43 2.68 -2.44
163 F 7.61 1.65 -2.06
164 N 11.06 5.10 -2.39
165 S 12.33 5.45 -1.30
166 O 12.79 6.88 -1.17
167 O 13.37 4.48 -1.18
168 F 11.43 5.29 0.10
169 S 12.10 4.99 -3.47
170 O 12.84 3.75 -3.68
171 O 12.67 6.29 -3.92
172 F 11.01 4.85 -4.61
173 N 9.17 3.38 -0.05
174 S 9.17 3.37 1.68
175 O 10.32 3.92 2.40
176 O 8.38 2.38 2.44
177 F 8.17 4.61 1.69
178 S 9.96 2.11 -0.01
179 O 9.27 0.88 0.10
180 O 11.36 2.09 0.45
181 F 10.19 2.08 -1.61